## i
This record from the Open Molecules 2025 dataset describes an isolated ion of composition C8H15N2 and charge +1. The level of theory is ωB97M-V with the def2-TZVPD basis set.

Structure (XYZ):
```
25
Properties=species:S:1:pos:R:3:lowdin_charge:R:1
N -1.00 -0.19 0.72 0.181
N 1.29 -0.86 -0.27 0.103
C -2.06 -1.11 0.51 -0.175
C -2.56 -1.17 -1.03 -0.006
C 1.64 0.37 -0.06 -0.310
C 0.58 1.28 -0.01 0.075
C 3.03 0.93 0.25 0.009
C -0.75 0.94 0.26 -0.307
C 2.18 -1.86 0.22 -0.056
C -1.81 2.00 -0.01 0.061
H -3.44 -1.84 -0.93 0.095
H -1.79 -1.47 -1.64 0.038
H -1.62 -2.03 1.06 0.157
H 3.87 0.33 -0.18 0.112
H 1.59 -2.59 0.76 0.113
H -1.53 2.71 0.67 0.077
H 3.02 -1.39 0.67 0.067
H 3.04 1.81 -0.28 0.050
H 0.72 2.36 -0.01 0.147
H -1.45 2.32 -0.97 0.106
H 3.14 1.09 1.34 0.116
H -2.77 1.63 -0.13 0.068
H -2.95 -0.88 1.02 0.107
H -2.93 -0.15 -1.28 0.077
H 2.56 -2.23 -0.69 0.097
```

Results
HOMO (spin up / spin down): -13.296 / -13.790 eV
orbital gap (spin up / spin down): 7.034 / 7.538 eV
charge: +1

## ii
This record from the Open Molecules 2025 dataset describes C8H15N2 as an isolated structure. The level of theory is ωB97M-V with the def2-TZVPD basis set.

Structure (XYZ):
```
25
Properties=species:S:1:pos:R:3:lowdin_charge:R:1
N 1.25 -0.23 -0.68 -0.043
N -1.59 0.23 -0.33 -0.195
C -0.75 1.39 -0.54 -0.094
C -0.81 -0.38 0.84 -0.021
C -0.37 -1.78 0.38 -0.105
C 2.47 0.20 -0.07 -0.065
C -3.01 0.45 -0.05 -0.066
C 1.80 1.42 0.62 -0.002
C 0.54 0.74 0.12 -0.191
C 0.93 -1.63 -0.42 -0.086
H 3.32 0.39 -0.65 0.121
H 1.13 -0.11 -1.63 0.173
H -3.41 0.67 -1.04 0.096
H 1.83 2.36 0.06 0.137
H -1.16 -0.22 1.76 0.094
H 0.90 -2.04 -1.40 0.129
H -3.15 1.15 0.80 0.098
H -0.86 2.27 0.12 0.142
H 1.70 -2.21 0.24 0.169
H 1.91 1.56 1.64 0.104
H -0.64 1.67 -1.54 0.101
H -3.47 -0.51 0.29 0.099
H 2.81 -0.68 0.56 0.157
H -0.30 -2.52 1.23 0.140
H -1.09 -2.17 -0.30 0.105
```

Results
HOMO: -12.845 eV
orbital gap: 10.085 eV
charge: +1

The structure with the least stability is i.

## i
This record from the Open Molecules 2025 dataset describes a 2-piece molecular cluster, CH4NOPS2 overall. The level of theory is ωB97M-V with the def2-TZVPD basis set.

Structure (XYZ):
```
10
Properties=species:S:1:pos:R:3:lowdin_charge:R:1
S -1.38 0.46 1.63 0.072
S -1.54 -1.16 -1.54 0.349
P -0.56 0.10 -0.16 -0.028
O 2.98 -0.44 1.03 0.096
N -0.62 1.64 -1.01 -0.253
C 1.92 -0.86 0.96 -0.125
H -0.04 1.50 -1.84 0.023
H -1.59 -2.10 -0.54 -0.176
H 1.20 -1.33 1.66 0.044
H -0.37 2.19 -0.18 -0.003
```

Results
HOMO (spin up / spin down): -8.208 / -8.118 eV
orbital gap (spin up / spin down): 6.585 / 7.725 eV
charge: 0

## ii
This record from the Open Molecules 2025 dataset describes a single CH4NOPS2 molecule. The level of theory is ωB97M-V with the def2-TZVPD basis set.

Structure (XYZ):
```
10
Properties=species:S:1:pos:R:3:lowdin_charge:R:1
S 2.01 -1.74 0.69 -0.063
S 1.02 1.79 -0.37 0.581
P 0.56 -0.17 -0.17 0.120
O -0.84 1.09 1.72 -0.024
N -0.34 -0.63 -1.45 -0.169
C -0.58 0.04 1.22 -0.449
H -0.38 0.14 -2.09 0.022
H -1.13 -0.83 1.56 0.098
H -0.59 -1.59 -1.78 0.099
H 0.28 1.89 0.68 -0.215
```

Results
HOMO: -8.458 eV
orbital gap: 8.251 eV
SMILES: N[P@@](=S)(S)C=O
charge: 0

The structure with the least stability is i.